Molecular formula: C5H7ClOS
Method: DFT, the ωB97M-V functional and the def2-TZVPD basis

CARTESIAN COORDINATES (ANGSTROEM)
C (1.736, -0.373, 0.515)
C (0.470, -0.630, -0.255)
C (-0.816, -1.389, -0.166)
C (-1.114, 1.473, -0.470)
C (0.501, 0.457, 0.783)
H (2.047, -1.040, 1.335)
H (0.585, -0.170, -1.286)
H (-0.903, -2.041, 0.714)
H (-0.987, -2.035, -1.021)
H (-1.800, 2.307, -0.274)
H (-0.828, 1.480, -1.491)
H (0.019, 0.112, 1.750)
O (0.068, 1.688, 0.356)
S (-2.105, -0.060, -0.113)
Cl (3.125, 0.220, -0.376)

Properties
Molar mass   150.63 g mol⁻¹
Charge   0
Orbital gap   9.94 eV
Structure (SMILES)   Cl[C@@H]1[C@H]2CSCO[C@H]12
Energy above the lowest of the compared OMol25 structures with the same formula, charge and spin   2.2923 eV


Molecular formula: C5H7ClS2
Method: DFT, the ωB97M-V functional and the def2-TZVPD basis

CARTESIAN COORDINATES (ANGSTROEM)
C (-0.438, -1.759, 1.904)
C (-0.155, 0.610, 0.802)
C (-0.886, 1.811, 0.911)
C (0.543, 0.073, -0.503)
C (-0.005, 0.676, -1.816)
H (0.267, -2.334, 1.167)
H (-0.410, -2.537, 2.761)
H (-1.471, -1.786, 1.574)
H (-0.849, 2.328, -0.106)
H (-1.190, 2.339, 1.736)
H (-0.006, 1.766, -1.498)
H (0.653, 0.362, -2.752)
S (0.200, -0.131, 2.324)
S (2.097, -0.452, -0.715)
Cl (-1.652, 0.042, -2.142)

Properties
Molar mass   166.70 g mol⁻¹
Charge   0
Orbital gap   7.58 eV
Structure (SMILES)   C=C(SC)C(=S)CCl
Energy above the lowest of the compared OMol25 structures with the same formula, charge and spin   2.5543 eV


Molecular formula: C5H7CuNO2
Method: DFT, the ωB97M-V functional and the def2-TZVPD basis

CARTESIAN COORDINATES (ANGSTROEM)
O (2.086, -0.336, 1.402)
C (1.878, 0.149, 0.260)
O (2.739, 1.087, -0.308)
C (0.634, -0.281, -0.665)
C (-0.454, 0.881, -0.643)
N (-1.437, 0.672, 0.246)
C (-1.159, -0.665, 0.887)
C (-0.274, -1.517, -0.163)
H (0.947, -0.370, -1.756)
H (-0.289, 1.760, -1.368)
H (-2.217, 1.331, 0.429)
H (-0.530, -0.500, 1.820)
H (-2.095, -1.292, 1.051)
H (0.399, -2.334, 0.267)
H (-0.787, -1.825, -1.143)
Cu (0.560, 3.241, -0.316)

Properties
Molar mass   176.66 g mol⁻¹
Charge   +1
Orbital gap   5.75 eV


Molecular formula: C5H7F
Method: DFT, the ωB97M-V functional and the def2-TZVPD basis

CARTESIAN COORDINATES (ANGSTROEM)
C (0.908, 1.095, 1.145)
C (1.362, 1.541, 0.099)
C (0.185, 0.613, 2.408)
C (-1.163, -1.164, -1.844)
C (0.022, -0.302, -1.817)
F (1.112, -1.099, -1.416)
H (-0.033, 1.344, 3.221)
H (-0.692, 0.278, 1.885)
H (0.773, -0.227, 2.783)
H (-1.285, -1.903, -1.004)
H (-2.035, -0.498, -1.880)
H (-1.110, -1.628, -2.862)
H (1.956, 1.948, -0.717)

Properties
Molar mass   86.11 g mol⁻¹
Charge   0
Orbital gap   9.14 eV
Energy above the lowest of the compared OMol25 structures with the same formula, charge and spin   4.9794 eV


Molecular formula: C5H7F
Method: DFT, the ωB97M-V functional and the def2-TZVPD basis

CARTESIAN COORDINATES (ANGSTROEM)
C (-1.169, 0.214, 0.381)
C (-0.309, -1.120, 0.137)
C (1.261, -0.513, -0.330)
C (1.006, 1.037, -0.140)
C (-0.283, 1.337, 0.193)
H (-1.727, -0.034, 1.342)
H (-0.934, -1.748, -0.704)
H (-0.426, -1.885, 1.106)
H (1.488, -0.797, -1.322)
H (2.134, -0.936, 0.326)
H (1.585, 1.845, -0.529)
H (-0.523, 2.407, 0.181)
F (-2.105, 0.191, -0.642)

Properties
Molar mass   86.11 g mol⁻¹
Charge   0
Orbital gap   11.01 eV
Structure (SMILES)   F[C@@H]1C=CCC1
Energy above the lowest of the compared OMol25 structures with the same formula, charge and spin   1.5678 eV


Molecular formula: C5H7F2N
Method: DFT, the ωB97M-V functional and the def2-TZVPD basis

CARTESIAN COORDINATES (ANGSTROEM)
C (-0.035, 0.275, -0.639)
C (1.276, 0.372, 0.105)
C (1.910, -0.610, 0.952)
C (-0.868, -0.980, -0.279)
C (-2.044, -0.882, 0.284)
H (-0.588, 1.926, 0.449)
H (0.153, 2.128, -1.182)
H (-0.044, -0.010, -1.838)
H (1.895, 1.360, 0.055)
H (3.132, -0.171, 1.098)
H (1.486, -1.768, 1.198)
H (-3.006, -1.606, 0.359)
N (-0.667, 1.703, -0.706)
F (-0.288, -2.110, -0.748)
F (-2.312, 0.375, 0.892)

Properties
Molar mass   119.11 g mol⁻¹
Charge   0
Orbital gap   10.19 eV
Structure (SMILES)   C=C[C@H](N)/C(F)=C\F
Energy above the lowest of the compared OMol25 structures with the same formula, charge and spin   4.5380 eV


Molecular formula: C5H7F2NO2
Method: DFT, the ωB97M-V functional and the def2-TZVPD basis

CARTESIAN COORDINATES (ANGSTROEM)
C (1.672, 0.586, -1.427)
C (-1.897, -1.966, 1.726)
C (-1.080, -2.176, 0.781)
C (-0.800, 0.741, 1.068)
C (0.799, 1.622, -0.711)
N (0.329, 0.958, 0.490)
O (1.689, -0.560, -1.086)
O (2.403, 1.102, -2.419)
F (-1.310, -2.617, -0.453)
F (-1.818, 1.416, 0.410)
H (-2.967, -2.201, 1.834)
H (-1.524, -1.513, 2.599)
H (-0.104, -1.982, 0.925)
H (0.000, 2.126, -1.266)
H (1.634, 2.445, -0.417)
H (1.063, 0.169, 0.715)
H (1.911, 1.849, -2.768)

Properties
Molar mass   151.11 g mol⁻¹
Charge   0
Orbital gap   8.89 eV
Energy above the lowest of the compared OMol25 structures with the same formula, charge and spin   3.4727 eV


Molecular formula: C5H7F3N2Se
Method: DFT, the ωB97M-V functional and the def2-TZVPD basis

CARTESIAN COORDINATES (ANGSTROEM)
C (1.649, -0.667, 0.811)
C (0.377, 1.423, -0.802)
C (0.157, -1.469, -1.697)
C (-0.716, 1.881, 1.434)
C (-0.679, -2.057, -0.578)
N (0.817, 0.158, 1.169)
N (0.280, 1.212, 0.638)
F (-1.273, -1.102, 0.252)
F (-1.740, -2.843, -0.951)
F (-0.021, -2.875, 0.244)
Se (-0.407, 0.223, -2.218)
H (1.946, -1.618, 0.946)
H (0.005, 2.330, -1.000)
H (1.496, 1.514, -1.060)
H (1.019, -2.035, -2.125)
H (-1.690, 1.380, 1.136)
H (-0.650, 1.519, 2.438)
H (-0.570, 3.024, 1.363)

Properties
Molar mass   231.08 g mol⁻¹
Charge   0
Orbital gap (alpha / beta)   6.12 / 8.40 eV
Energy above the lowest of the compared OMol25 structures with the same formula, charge and spin   4.2320 eV


Molecular formula: C5H7F3N4O
Method: DFT, the ωB97M-V functional and the def2-TZVPD basis

CARTESIAN COORDINATES (ANGSTROEM)
C (-2.211, -0.197, -0.126)
C (0.638, 1.377, -0.204)
C (1.993, -1.843, -0.262)
C (2.970, 0.246, 0.390)
C (-3.661, -0.504, 0.021)
N (-1.893, 1.027, 0.098)
N (-0.773, 1.721, 0.016)
N (0.748, 0.056, -0.206)
N (1.835, -0.580, 0.004)
O (1.446, 2.290, -0.296)
F (-4.100, -1.146, -1.068)
F (-4.028, -1.282, 1.112)
F (-4.440, 0.588, 0.146)
H (1.196, -2.295, -0.729)
H (-1.678, -0.984, -0.453)
H (2.825, -2.505, 0.052)
H (3.672, -0.280, 0.862)
H (3.539, 0.529, -0.636)
H (2.724, 1.085, 1.027)
H (-0.803, 2.697, 0.250)

Properties
Molar mass   196.13 g mol⁻¹
Charge   0
Orbital gap   8.65 eV
Energy above the lowest of the compared OMol25 structures with the same formula, charge and spin   1.3707 eV


Molecular formula: C5H7F5N
Method: DFT, the ωB97M-V functional and the def2-TZVPD basis

CARTESIAN COORDINATES (ANGSTROEM)
C (-0.670, -0.068, 0.574)
C (0.891, 0.202, 2.272)
C (1.616, -0.703, 0.143)
C (-1.631, -0.291, -1.140)
C (-1.074, 0.757, -2.142)
N (0.528, -0.205, 0.927)
F (-1.421, -1.535, -1.530)
F (-2.881, -0.107, -0.801)
F (0.265, 0.720, -2.119)
F (-1.476, 0.504, -3.369)
F (-1.444, 1.975, -1.781)
H (-1.439, 0.299, 1.241)
H (1.272, 1.225, 2.246)
H (1.674, -0.445, 2.665)
H (0.035, 0.179, 2.946)
H (2.020, -1.599, 0.622)
H (2.415, 0.042, 0.120)
H (1.320, -0.948, -0.873)

Properties
Molar mass   176.11 g mol⁻¹
Charge   +1
Orbital gap   11.40 eV
Energy above the lowest of the compared OMol25 structures with the same formula, charge and spin   0.0000 eV


Molecular formula: C5H7FN2
Method: DFT, the ωB97M-V functional and the def2-TZVPD basis

CARTESIAN COORDINATES (ANGSTROEM)
C (0.290, 2.319, -0.199)
C (0.034, -0.207, -0.888)
C (-0.203, -1.238, 0.124)
C (-0.648, -2.438, -0.117)
C (0.084, -0.653, 1.445)
H (1.051, 2.971, 0.307)
H (-0.659, 2.711, 0.133)
H (0.538, 2.463, -1.324)
H (0.861, -0.368, -1.676)
H (-0.965, 0.028, -1.275)
H (-0.721, -2.694, -1.174)
H (0.112, -1.010, 2.549)
N (0.566, 0.954, -0.033)
N (0.528, 0.552, 1.346)
F (-0.869, -3.391, 0.780)

Properties
Molar mass   114.12 g mol⁻¹
Charge   0
Orbital gap   8.89 eV
Structure (SMILES)   CN1C/C(=C/F)C=N1
Energy above the lowest of the compared OMol25 structures with the same formula, charge and spin   3.0475 eV


Molecular formula: C5H7FNO5
Method: DFT, the ωB97M-V functional and the def2-TZVPD basis

CARTESIAN COORDINATES (ANGSTROEM)
C (2.131, -3.035, -0.855)
C (-0.906, 2.181, -1.305)
C (1.079, -2.313, -0.181)
C (-0.244, 0.311, 0.382)
C (-1.242, 1.322, -0.048)
N (0.081, 0.062, 1.662)
O (2.995, -3.091, -1.698)
O (1.519, -3.678, 0.164)
O (1.083, -0.640, 1.965)
O (-0.661, 0.497, 2.595)
O (-1.646, 2.337, 0.976)
F (-0.094, -2.375, -0.688)
H (0.050, 2.754, -1.130)
H (-1.716, 3.035, -1.368)
H (-0.853, 1.538, -2.245)
H (1.197, -1.598, 0.630)
H (0.650, 0.043, -0.257)
H (-2.228, 0.803, -0.393)
H (-1.194, 1.848, 1.794)

Properties
Molar mass   180.11 g mol⁻¹
Charge   -1
Orbital gap   7.64 eV
Energy above the lowest of the compared OMol25 structures with the same formula, charge and spin   2.3267 eV


Molecular formula: C5H7FO
Method: DFT, the ωB97M-V functional and the def2-TZVPD basis

CARTESIAN COORDINATES (ANGSTROEM)
C (-0.161, 0.866, -0.383)
C (1.257, 0.807, 0.222)
C (1.411, -0.633, 0.504)
C (0.294, -1.353, 0.442)
C (-0.879, -0.453, 0.077)
H (0.535, 0.033, -2.038)
H (-0.650, 1.726, -0.029)
H (1.294, 1.403, 1.196)
H (2.080, 1.244, -0.390)
H (2.394, -1.035, 0.793)
H (0.255, -2.428, 0.541)
H (-1.469, -0.824, -0.753)
O (-0.035, 0.842, -1.825)
F (-1.743, -0.251, 1.124)

Properties
Molar mass   102.11 g mol⁻¹
Charge   0
Orbital gap   10.90 eV
Structure (SMILES)   O[C@@H]1CC=C[C@H]1F
Energy above the lowest of the compared OMol25 structures with the same formula, charge and spin   0.3093 eV


Molecular formula: C5H7FO2
Method: DFT, the ωB97M-V functional and the def2-TZVPD basis

CARTESIAN COORDINATES (ANGSTROEM)
C (-0.264, 0.327, -0.051)
C (1.760, -0.326, 0.051)
C (-1.355, -0.442, 0.110)
C (2.772, 0.718, -0.183)
C (-2.769, 0.014, -0.005)
O (-1.225, -1.766, 0.260)
O (1.939, -1.466, 0.328)
F (-0.378, 1.683, -0.232)
H (2.543, 1.780, 0.090)
H (3.589, 0.422, 0.570)
H (3.101, 0.964, -1.241)
H (-3.285, -0.811, 0.365)
H (-3.070, 0.734, 0.604)
H (-3.070, 0.317, -1.020)
H (-0.290, -2.148, 0.356)

Properties
Molar mass   118.11 g mol⁻¹
Charge   0
Orbital gap   9.10 eV
Energy above the lowest of the compared OMol25 structures with the same formula, charge and spin   2.7061 eV


Molecular formula: C5H7FO2
Method: DFT, the ωB97M-V functional and the def2-TZVPD basis

CARTESIAN COORDINATES (ANGSTROEM)
C (-1.379, -0.993, -0.435)
C (-1.444, 0.468, -0.783)
C (-0.719, 1.503, -0.341)
C (1.027, 0.372, 0.828)
C (1.820, -0.133, -0.357)
H (-2.187, -1.533, -0.969)
H (-0.420, -1.425, -0.690)
H (-2.230, 0.751, -1.460)
H (-1.011, 2.507, -0.629)
H (1.731, 0.654, 1.622)
H (0.341, -0.399, 1.201)
H (2.077, 0.668, -1.102)
O (0.342, 1.569, 0.495)
O (2.178, -1.275, -0.476)
F (-1.588, -1.209, 0.934)

Properties
Molar mass   118.11 g mol⁻¹
Charge   0
Orbital gap   10.22 eV
Structure (SMILES)   O=CCO/C=C\CF
Energy above the lowest of the compared OMol25 structures with the same formula, charge and spin   0.8325 eV


Molecular formula: C5H7FS2
Method: DFT, the ωB97M-V functional and the def2-TZVPD basis

CARTESIAN COORDINATES (ANGSTROEM)
C (-0.091, 1.741, 1.666)
C (-0.518, 0.541, 0.862)
C (0.561, 0.004, -0.043)
C (-0.307, -1.033, -1.902)
C (0.483, -1.402, -0.610)
H (-0.942, 2.135, 2.232)
H (0.699, 1.470, 2.440)
H (0.342, 2.456, 1.026)
H (1.539, 0.257, 0.411)
H (-1.409, -1.155, -1.722)
H (-0.036, -1.603, -2.856)
H (1.466, -1.654, -0.904)
F (-0.077, -2.348, 0.196)
S (-2.029, -0.078, 0.966)
S (0.320, 0.671, -1.761)

Properties
Molar mass   150.24 g mol⁻¹
Charge   0
Orbital gap   8.22 eV
Energy above the lowest of the compared OMol25 structures with the same formula, charge and spin   0.7809 eV